[1]
Below is a 3-piece molecular cluster, C3H13N2O3 overall in a non-equilibrium geometry, with properties calculated with the ωB97M-V functional and the def2-TZVPD basis.

Last column: Löwdin spin population.
Cartesian coordinates (Å):
N (-1.17279, 0.24780, 0.02547)  0.06
C (-0.09607, -0.67756, -0.44983)  0.08
C (-0.55405, -1.84800, -1.27280)  0.03
C (0.85477, 0.22128, -1.32218)  0.03
N (2.18671, 0.28691, -1.23613)  0.02
O (0.20469, 0.95050, -2.06588)  0.02
H (-2.02021, -0.28587, 0.19421)  0.06
H (-1.40162, 0.98133, -0.68440)  0.02
H (-0.79941, 0.69028, 0.86500)  0.03
H (0.35105, -1.07501, 0.47469)  0.05
H (0.19668, -2.57569, -1.52465)  0.00
H (-1.18102, -1.44612, -2.09984)  0.00
H (-1.35966, -2.40984, -0.74704)  0.02
H (2.67757, 0.60762, -2.04845)  0.00
H (2.63673, -0.09761, -0.38684)  0.02
H (1.62248, 0.34163, 2.16292)  0.08
H (2.25535, 1.37535, 1.16413)  0.03
O (1.68521, 0.59601, 1.22485)  0.16
H (-2.82435, 1.24688, 2.47050)  0.04
H (-1.34279, 1.36612, 3.01516)  0.08
O (-1.91924, 1.50398, 2.24109)  0.17

Results
Energy relative to the best compared isomer or geometry (same formula, charge and spin) = 0.341 eV
LUMO energy (spin up / spin down) = 0.6 / 0.5 eV
HOMO energy (spin up / spin down) = -2.971 / -10.542 eV
Charge = 0
Gap between HOMO and LUMO (spin up / spin down) = 3.618 / 11.025 eV
E = -12441.5977 eV
Multiplicity = 2
Largest force on an atom = 3.2 eV/Å

[2]
Below is one molecule with the formula C3H6N2O2 in a non-equilibrium geometry, with properties calculated with the ωB97M-V functional and the def2-TZVPD basis.

Last column: natural (NBO) charge in e.
Cartesian coordinates (Å):
O (1.79980, -0.87133, 0.25177)  -0.71
C (0.59578, -0.25280, 0.56443)  0.23
C (0.48301, 1.09526, -0.19778)  -0.29
N (-0.85563, 1.15169, -0.75052)  -0.16
O (-1.81927, 0.95373, 0.29739)  -0.39
C (-1.44927, -0.11373, -0.47914)  0.33
N (-0.56314, -1.04145, 0.11568)  -0.65
H (1.94659, -1.61464, 0.84753)  0.48
H (0.49006, -0.09396, 1.64719)  0.16
H (1.17924, 1.10231, -1.03739)  0.22
H (0.66535, 1.95153, 0.44543)  0.22
H (-2.19440, -0.51403, -1.15764)  0.18
H (-0.27816, -1.75259, -0.54691)  0.38

Results
Energy relative to the best compared isomer or geometry (same formula, charge and spin) = 3.880 eV
LUMO energy = 0.7 eV
HOMO energy = -9.531 eV
Charge = 0
Structure (SMILES) = O[C@H]1CN2O[C@@H]2N1
Gap between HOMO and LUMO = 10.263 eV
E = -10280.9177 eV
Multiplicity = 1
Largest force on an atom = 1.9 eV/Å

[3]
Below is one molecule with the formula CH4N2O2 in a non-equilibrium geometry, with properties calculated with the ωB97M-V functional and the def2-TZVPD basis.

Last column: natural (NBO) charge in e.
Cartesian coordinates (Å):
H (-2.02522, -1.91657, 0.23503)  0.36
N (-1.89748, -1.00527, -0.12009)  -0.32
N (-0.89287, -0.35615, -0.08920)  0.47
O (-0.92868, 1.10010, -0.84001)  -0.59
O (0.26896, -0.50004, 0.50379)  -0.31
C (1.20424, 0.49328, 0.17470)  -0.27
H (2.23143, 0.30635, 0.51061)  0.20
H (0.80971, 1.49218, 0.48829)  0.23
H (1.22991, 0.38612, -0.86312)  0.21

Results
Energy relative to the best compared isomer or geometry (same formula, charge and spin) = 6.758 eV
LUMO energy = 0.3 eV
HOMO energy = -9.490 eV
Charge = 0
Structure (SMILES) = [H]/N=[N+](/[O-])OC
Gap between HOMO and LUMO = 9.777 eV
E = -8169.9274 eV
Multiplicity = 1
Largest force on an atom = 8.2 eV/Å